Record 1
{
  "formula": "C28H35Br2F10GaO21P",
  "method": "the ωB97M-V functional and the def2-TZVPD basis",
  "charge": -1,
  "energy_ev": -301528.96476,
  "homo_lumo_gap_ev": 5.72,
  "symbols": ["C", "C", "P", "C", "Ga", "C", "Br", "C", "C", "Br", "C", "F", "F", "F", "H", "H", "H", "H", "H", "H", "H", "H", "H", "H", "H", "H", "H", "H", "C", "C", "O", "C", "O", "O", "F", "H", "H", "H", "C", "C", "O", "C", "O", "O", "F", "H", "H", "H", "C", "C", "O", "C", "O", "O", "F", "H", "H", "H", "C", "C", "O", "C", "O", "O", "F", "H", "H", "H", "C", "C", "O", "C", "O", "O", "F", "H", "H", "H", "C", "C", "O", "C", "O", "O", "F", "H", "H", "H", "C", "C", "O", "C", "O", "O", "F", "H", "H", "H"],
  "coordinates": [[3.78390, 0.63496, -6.46782], [4.05439, -0.83634, -6.16670], [3.16508, -1.36093, -4.61193], [1.40528, -1.72747, -5.13239], [3.95502, -3.42425, -3.80224], [5.71701, -4.09001, -4.60633], [5.94413, -5.96577, -3.97000], [5.81879, -3.94541, -6.13492], [6.07975, -5.20481, -6.93420], [7.32955, -2.73334, -6.57129], [4.35608, -3.09686, -1.77509], [4.61787, -1.79727, -1.46078], [3.33789, -3.41368, -0.93109], [5.42771, -3.75021, -1.30750], [3.91685, 1.19395, -5.55426], [4.45938, 1.02319, -7.21819], [2.75895, 0.75550, -6.79861], [3.76016, -1.47563, -6.99182], [5.10585, -0.93561, -5.93690], [0.90567, -0.77949, -5.28605], [1.35543, -2.35486, -6.01383], [0.94872, -2.21458, -4.28709], [2.77721, -4.50356, -3.84827], [6.54403, -3.56226, -4.15941], [4.91459, -3.47209, -6.48895], [7.02908, -5.60996, -6.61962], [6.19866, -4.91808, -7.97078], [5.28004, -5.91746, -6.81264], [1.90108, -0.84395, -0.18712], [1.48854, -0.39399, 1.18964], [0.81269, 0.82633, 0.93251], [0.29611, 0.73333, -0.32975], [-0.53388, 1.46761, -0.76377], [0.84114, -0.29639, -0.99446], [2.56029, -0.14305, 1.99047], [2.85217, -0.41004, -0.49213], [1.95549, -1.91779, -0.29004], [0.81384, -1.07588, 1.70928], [5.48815, 0.23856, 3.06938], [5.90322, -0.66920, 4.20159], [7.31648, -0.65105, 4.10908], [7.67215, 0.54715, 3.55634], [8.76722, 0.99784, 3.57121], [6.59033, 1.15369, 3.00784], [5.46055, -1.93729, 4.03132], [5.40695, -0.30234, 2.12601], [4.55713, 0.76377, 3.26063], [5.60531, -0.32162, 5.19274], [-3.57809, 2.59000, -0.73940], [-4.37242, 2.98835, -1.95959], [-5.71518, 2.86607, -1.50566], [-5.70701, 3.07782, -0.16231], [-6.67108, 3.29660, 0.49641], [-4.44695, 3.01437, 0.32421], [-4.17785, 2.14502, -2.99707], [-3.43332, 1.51174, -0.68512], [-2.61101, 3.07858, -0.67294], [-4.20202, 4.01178, -2.29733], [10.01020, -9.54083, -5.12797], [8.84249, -9.25098, -4.21582], [8.06017, -8.36169, -4.98771], [8.30037, -8.64728, -6.30124], [7.63978, -8.28268, -7.21172], [9.41220, -9.42861, -6.42003], [9.23695, -8.63206, -3.07722], [10.79617, -8.79204, -5.02008], [10.43353, -10.53179, -4.98227], [8.24273, -10.12532, -3.95568], [-6.88343, 4.01524, 3.91057], [-6.36154, 5.25167, 4.59833], [-7.54994, 5.98371, 4.85691], [-8.55929, 5.07591, 4.98217], [-9.62606, 5.31815, 5.44545], [-8.17695, 3.86819, 4.51728], [-5.55641, 5.98251, 3.78760], [-6.99820, 4.16250, 2.83596], [-6.27103, 3.13491, 4.08469], [-5.84434, 5.06238, 5.53863], [-2.47873, 2.56329, 5.73069], [-3.29310, 3.40841, 6.68052], [-4.61484, 2.95308, 6.44258], [-4.52265, 1.64919, 6.02477], [-5.43179, 0.89510, 5.97710], [-3.24527, 1.35525, 5.67893], [-3.22089, 4.72771, 6.37734], [-2.43073, 3.00912, 4.73616], [-1.47078, 2.36803, 6.08642], [-3.04928, 3.27080, 7.73485], [-12.79430, 6.20331, 6.29069], [-13.63395, 6.60434, 5.10268], [-14.95549, 6.47087, 5.60085], [-14.90346, 6.67510, 6.95011], [-15.84615, 6.88386, 7.63720], [-13.62255, 6.61611, 7.38820], [-13.46979, 5.76708, 4.05176], [-12.64236, 5.12500, 6.33190], [-11.82808, 6.69822, 6.32102], [-13.48029, 7.63057, 4.76509]]
}

---

Record 2
{
  "formula": "C28H35CrN5OP2",
  "method": "the ωB97M-V functional and the def2-TZVPD basis",
  "de_lowest_ev": 0.000,
  "energy_ev": -86097.55956,
  "multiplicity": 5,
  "s_squared": 6.06,
  "homo_lumo_gap_ev": [7.88, 7.84],
  "symbols": ["Cr", "C", "C", "C", "C", "C", "C", "C", "C", "C", "H", "H", "H", "H", "H", "H", "H", "H", "H", "H", "H", "H", "H", "H", "H", "P", "P", "N", "N", "N", "N", "C", "C", "C", "C", "C", "C", "C", "C", "C", "C", "C", "C", "C", "C", "C", "C", "C", "C", "H", "H", "H", "H", "H", "H", "H", "H", "H", "H", "H", "H", "H", "H", "H", "H", "H", "H", "H", "H", "O", "C", "N"],
  "coordinates": [[0.04118, 0.50538, 2.91205], [-2.04327, 1.80761, -4.20551], [-2.13905, 0.53791, -3.79849], [-1.36265, -0.58035, -4.42363], [0.07795, -0.25594, -4.84071], [0.86449, 0.54381, -3.82742], [0.93756, 1.87828, -3.85782], [0.25263, 2.69397, -4.93146], [-1.17787, 2.26274, -5.34050], [1.48202, 1.22110, 4.29139], [-2.68885, 2.59691, -3.82377], [-2.96257, 0.22218, -3.15152], [-1.92086, -0.90291, -5.32772], [-1.33330, -1.45744, -3.75051], [0.60014, -1.21707, -4.96937], [0.08987, 0.23805, -5.82422], [1.46933, -0.07827, -3.16895], [1.64550, 2.43657, -3.25010], [0.87500, 2.68743, -5.84791], [0.18590, 3.74873, -4.61231], [-1.66505, 3.16521, -5.74221], [-1.14952, 1.53788, -6.16856], [0.79941, 1.74251, 4.99532], [2.26058, 1.91755, 3.95077], [1.95033, 0.41019, 4.87816], [1.65828, -0.46592, 1.52398], [-1.44078, -0.79037, 1.62251], [2.66716, 0.81719, 0.91753], [2.85565, -1.67137, 2.00901], [-2.18606, 0.58078, 0.82459], [-2.83116, -1.70152, 2.10552], [0.80061, -1.12950, 0.03909], [-0.55780, -1.77475, 0.35636], [2.50610, 2.16636, 1.26292], [3.47675, 2.90957, 0.60137], [4.26266, 2.00010, -0.18782], [3.73446, 0.72607, 0.02040], [3.70917, -1.54440, 3.12271], [4.32666, -2.77069, 3.36662], [3.84814, -3.69809, 2.38336], [2.94252, -3.00498, 1.58259], [-2.16843, 1.91418, 1.28245], [-2.59875, 2.72251, 0.23879], [-2.79473, 1.89892, -0.90652], [-2.50906, 0.60036, -0.52290], [-3.93816, -2.05085, 1.30970], [-4.77070, -2.90069, 2.03200], [-4.16833, -3.07719, 3.32407], [-2.99283, -2.33703, 3.34109], [1.49387, -1.84316, -0.42357], [0.66614, -0.29395, -0.67031], [-1.18120, -1.92344, -0.53314], [-0.39416, -2.77416, 0.78429], [1.78240, 2.45795, 2.01459], [3.61943, 3.97657, 0.69790], [5.13086, 2.24901, -0.78680], [4.05356, -0.23725, -0.34325], [3.87017, -0.58067, 3.58767], [5.06280, -2.97889, 4.13452], [4.15674, -4.73102, 2.26513], [2.42792, -3.32917, 0.69358], [-1.88174, 2.14197, 2.31044], [-2.77251, 3.79096, 0.27297], [-3.10984, 2.20554, -1.89683], [-2.47368, -0.30918, -1.10660], [-4.04461, -1.65190, 0.31317], [-5.69790, -3.33617, 1.67893], [-4.55789, -3.67337, 4.13490], [-2.26536, -2.15824, 4.11651], [-1.35472, -0.97182, 6.73835], [-0.91426, -0.69652, 5.65446], [-0.53630, -0.41379, 4.54861]]
}

---

Record 3
{
  "formula": "C28H35Ge2MnNO",
  "method": "the ωB97M-V functional and the def2-TZVPD basis",
  "de_lowest_ev": 1.767,
  "charge": 2,
  "energy_ev": -177478.29706,
  "multiplicity": 6,
  "s_squared": 8.94,
  "homo_lumo_gap_ev": [6.44, 5.34],
  "symbols": ["Mn", "C", "C", "C", "C", "C", "H", "H", "H", "H", "H", "O", "C", "C", "C", "C", "C", "C", "C", "C", "N", "H", "H", "H", "H", "H", "H", "H", "H", "H", "H", "H", "C", "Ge", "C", "C", "Ge", "C", "C", "C", "C", "C", "C", "C", "C", "C", "C", "C", "C", "H", "H", "H", "H", "H", "H", "H", "H", "H", "H", "H", "H", "H", "H", "H", "H", "H", "H", "H"],
  "coordinates": [[1.56841, 0.56102, -0.20046], [2.62783, 1.39862, 1.62250], [2.95358, 0.00314, 1.48441], [3.83650, -0.13013, 0.37822], [3.97067, 1.12761, -0.21468], [3.22346, 2.07895, 0.55427], [2.14896, 1.84985, 2.47660], [2.78634, -0.74917, 2.23959], [4.33790, -1.03504, 0.07424], [4.62333, 1.37231, -1.03939], [3.25880, 3.15016, 0.42587], [2.21354, -0.60264, -2.09862], [2.32953, 0.27101, -3.24777], [1.03877, 0.34866, -4.05115], [-0.19226, 0.53076, -3.15164], [-0.25069, 1.85949, -2.46124], [-0.82720, 2.95014, -3.10331], [-0.88691, 4.17688, -2.46981], [-0.39376, 4.28404, -1.17518], [0.15855, 3.16869, -0.59086], [0.25017, 1.97736, -1.21418], [2.04352, -1.49988, -2.40850], [3.15091, -0.06657, -3.87994], [2.59365, 1.24910, -2.84137], [0.90178, -0.56506, -4.63307], [1.12671, 1.17742, -4.75625], [-0.20067, -0.25420, -2.40190], [-1.08655, 0.40594, -3.76204], [-1.22590, 2.81828, -4.10018], [-1.31048, 5.03568, -2.97326], [-0.43848, 5.21766, -0.63286], [0.54835, 3.20979, 0.41903], [-3.15846, -0.42131, 3.03936], [-1.75162, 0.85547, 2.52455], [-2.43827, 2.44526, 1.58202], [-0.49504, 1.36863, 3.94612], [-0.26674, -0.60757, 0.82849], [0.44666, -2.20071, 1.74184], [0.09870, -2.42415, 3.07303], [0.47090, -3.60182, 3.70620], [1.22019, -4.54873, 3.02453], [1.61730, -4.31086, 1.71460], [1.23743, -3.14070, 1.07812], [-1.49719, -1.31786, -0.52651], [-2.66320, -0.60677, -0.82732], [-3.56642, -1.08982, -1.75955], [-3.28985, -2.26692, -2.44385], [-2.12501, -2.97551, -2.16913], [-1.24170, -2.51341, -1.20927], [-3.77603, 0.08704, 3.78342], [-2.75211, -1.32738, 3.48220], [-3.78000, -0.69000, 2.18734], [-3.28583, 2.80973, 2.16650], [-2.78953, 2.22880, 0.57532], [-1.68978, 3.23314, 1.53484], [-1.05946, 1.89837, 4.71627], [0.26065, 2.04860, 3.55792], [-0.01096, 0.50759, 4.40346], [-0.47220, -1.68179, 3.61881], [0.18223, -3.77245, 4.73499], [1.50967, -5.46570, 3.51960], [2.22580, -5.03849, 1.19343], [1.57671, -2.95014, 0.06455], [-2.87207, 0.32708, -0.31854], [-4.48247, -0.54783, -1.95545], [-3.98345, -2.63204, -3.18958], [-1.91520, -3.89871, -2.69359], [-0.36200, -3.09897, -0.97178]]
}